1.
{
  "formula": "C34H32CoN4O5S5",
  "method": "ωB97M-V with the def2-TZVPD basis set",
  "homo_ev": -5.0155,
  "gap_ev": 7.11,
  "charge": -1,
  "lumo_energy_ha": 0.0770,
  "e_tot_ha": -5283.89141,
  "elements": ["O", "C", "H", "N", "S", "O", "C", "C", "C", "C", "H", "C", "H", "N", "H", "H", "C", "N", "C", "H", "H", "H", "C", "H", "H", "N", "S", "S", "H", "C", "C", "C", "C", "C", "H", "O", "S", "H", "H", "H", "H", "H", "H", "C", "C", "C", "C", "C", "C", "H", "C", "C", "C", "H", "H", "C", "C", "H", "C", "H", "Co", "C", "C", "S", "O", "H", "C", "H", "C", "H", "O", "C", "H", "C", "H", "H", "H", "C", "H", "H", "C"],
  "coordinates": [[1.490041, 1.397328, -0.360309], [-2.666931, 0.949931, 0.231437], [2.062075, -2.643762, -2.447467], [4.492592, 0.084691, 2.420354], [3.062546, -1.222694, 0.613837], [2.325212, 2.087133, 1.855621], [-0.149182, -4.258451, 0.257359], [3.535973, 0.905657, 4.475536], [-0.366913, -2.918637, -0.093409], [4.763796, 0.349386, 3.819616], [-5.899775, 1.557224, 1.853998], [0.351712, 2.137413, 4.592969], [5.583640, 1.056428, 3.912020], [2.475426, -0.094811, 4.385505], [-0.752884, -4.706196, 1.036500], [-4.691103, 3.677370, 5.848256], [0.471863, -2.307701, -1.067162], [-1.464944, -0.878451, 0.419899], [-4.799230, 2.551759, 4.028764], [3.217730, 1.819980, 3.970311], [-2.052961, 0.324965, 5.538151], [-0.467128, 3.992502, 3.933198], [5.272184, 2.002265, -0.435047], [-2.940385, 2.229512, 6.840925], [-5.564119, 3.187432, 3.596412], [-2.623111, -0.203718, 0.796079], [-1.507379, 1.530687, -0.919989], [1.217236, 2.183551, 0.924321], [0.599442, -0.602462, 5.061258], [5.310370, 3.281311, -0.972693], [0.003858, 3.468413, 4.754573], [0.984718, 1.447594, 5.621189], [5.738809, 2.894064, 1.733163], [-4.307144, 2.829156, 5.295707], [1.008633, -6.032481, -0.020412], [0.046331, 1.304570, 1.436775], [0.961535, -1.664367, 2.862281], [5.125484, 3.424864, -2.029387], [5.338388, -0.304585, 0.595808], [-2.639268, -3.939234, 0.827684], [1.806571, -0.395326, 6.340133], [-4.855811, 0.120391, 1.701965], [5.599385, 5.368872, -0.572729], [5.499363, 1.790648, 0.918871], [-3.313643, 0.681000, 3.850231], [0.890372, 3.432372, 6.988723], [-2.673561, -2.877280, 1.045979], [1.437920, -3.120043, -1.702902], [5.771309, 4.172833, 1.202463], [5.894729, 2.770110, 2.796478], [3.346985, -0.532631, 2.073848], [-3.324008, 2.023253, 5.849962], [2.248250, -0.698943, 3.196792], [1.745403, 1.567094, 7.623300], [5.951543, 5.019173, 1.853208], [-2.828753, 0.952369, 5.120273], [5.567470, 4.370138, -0.156572], [2.416756, -5.006178, -1.797530], [-1.472752, -2.166904, 0.486230], [0.145375, 1.637331, 3.655382], [0.023379, 0.190168, -0.071809], [5.521224, 0.366212, 1.431576], [1.423430, 0.021036, 5.402639], [-4.013432, 2.034151, 0.565926], [0.379465, -1.057653, -1.424944], [6.498637, 0.115887, 1.857379], [1.250715, 2.101400, 6.818550], [-3.581381, -2.451424, 0.623084], [-4.878332, 1.184077, 1.928549], [5.064038, -0.586783, 4.310962], [0.780478, 3.530362, 0.678300], [0.844265, -5.008428, -0.327468], [-2.721831, -2.730236, 2.126892], [0.274092, 4.118965, 5.951677], [-2.899745, -0.132308, 3.272106], [0.003574, 5.159835, 6.078005], [1.103540, 3.934182, 7.924558], [-4.314582, 1.473967, 3.294098], [5.038934, 1.156322, -1.069564], [3.736268, 1.107861, 5.528699], [1.632224, -4.425307, -1.326553]],
  "forces_ev_per_angstrom": [[-0.177, -0.001, -0.011], [-0.334, 0.112, -0.092], [-0.007, -0.008, -0.027], [-0.244, -0.123, 0.032], [0.034, 0.244, -0.189], [0.076, -0.124, 0.000], [0.069, 0.002, 0.004], [0.003, -0.103, 0.012], [0.042, 0.084, 0.118], [0.092, -0.099, 0.008], [-0.036, -0.081, 0.014], [-0.003, -0.007, -0.022], [0.022, -0.003, -0.097], [-0.255, 0.459, -0.467], [-0.009, -0.001, -0.004], [-0.013, 0.006, 0.014], [-0.231, 0.084, -0.053], [0.164, -0.192, 0.240], [0.019, 0.019, -0.023], [0.038, 0.090, 0.058], [0.050, -0.003, 0.010], [-0.015, 0.009, -0.007], [-0.038, 0.010, -0.014], [0.033, 0.030, -0.006], [-0.024, -0.002, 0.009], [0.208, 0.065, 0.211], [0.125, -0.338, -0.032], [-0.024, 0.194, 0.288], [-0.011, 0.010, 0.039], [-0.015, -0.008, -0.001], [0.012, 0.016, -0.020], [0.080, 0.007, -0.044], [0.021, -0.020, -0.011], [-0.010, 0.013, -0.005], [0.018, -0.004, 0.007], [0.111, 0.004, 0.084], [-0.203, -0.014, 0.333], [-0.022, -0.002, 0.000], [0.109, -0.029, 0.017], [-0.006, -0.002, 0.007], [0.011, -0.003, -0.018], [-0.078, -0.011, 0.026], [-0.032, 0.008, 0.006], [0.093, -0.022, -0.114], [-0.023, 0.025, 0.001], [-0.006, -0.011, -0.012], [0.024, 0.041, -0.002], [0.026, -0.031, 0.017], [-0.021, 0.008, -0.010], [0.038, -0.012, 0.027], [-0.325, -0.322, 0.595], [-0.005, -0.025, 0.000], [0.581, -0.100, -0.314], [0.012, -0.003, -0.003], [-0.002, 0.006, 0.002], [-0.014, -0.012, 0.010], [0.004, -0.004, 0.020], [0.001, 0.004, -0.019], [-0.106, -0.079, -0.269], [-0.001, -0.023, -0.076], [-0.222, 0.210, -0.215], [-0.006, 0.034, 0.003], [0.068, -0.201, 0.081], [0.111, 0.042, 0.004], [0.245, 0.152, -0.080], [-0.052, 0.069, 0.104], [-0.041, 0.006, 0.027], [-0.002, 0.003, 0.008], [0.198, 0.004, -0.093], [0.054, 0.073, 0.076], [0.027, -0.024, -0.123], [-0.037, -0.035, 0.003], [-0.001, 0.014, 0.007], [-0.026, -0.020, 0.030], [-0.006, -0.061, -0.035], [0.001, 0.010, -0.008], [-0.005, 0.006, 0.009], [-0.026, 0.015, -0.028], [-0.008, -0.016, 0.000], [-0.065, -0.015, 0.002], [-0.033, 0.009, -0.018]],
  "lowdin_charge": [-0.397, -1.027, 0.114, -0.114, 0.800, -0.306, -0.063, -0.126, -0.142, -0.129, 0.068, -0.027, 0.110, -0.096, 0.103, 0.096, -0.380, -0.053, -0.059, 0.122, 0.099, 0.117, -0.030, 0.099, 0.108, -0.032, 0.816, 0.322, 0.056, -0.075, -0.050, -0.227, -0.044, -0.093, 0.089, -0.438, 0.733, 0.102, 0.054, 0.066, 0.125, 0.070, 0.096, -0.194, -0.031, -0.099, -0.010, -0.049, -0.086, 0.095, -0.693, -0.097, -0.696, 0.104, 0.097, -0.081, -0.094, 0.097, -0.254, 0.097, 0.349, -0.135, -0.132, 0.910, -0.138, 0.132, -0.063, 0.078, -0.424, 0.135, -0.307, -0.110, 0.090, -0.093, 0.096, 0.096, 0.093, -0.287, 0.114, 0.132, -0.098]
}

***

2.
{
  "formula": "C4H7N3",
  "method": "ωB97M-V with the def2-TZVPD basis set",
  "homo_ev": -9.3372,
  "smiles": "[H]/N=C(\\C#N)NCC",
  "gap_ev": 10.14,
  "charge": 0,
  "lumo_energy_ha": 0.0294,
  "e_tot_ha": -320.79570,
  "elements": ["H", "H", "N", "C", "H", "N", "N", "H", "H", "C", "C", "H", "H", "C"],
  "coordinates": [[1.772885, 1.488837, 1.831761], [0.143725, 0.616365, -1.895271], [1.394715, 0.799607, 1.201261], [-0.631497, 1.641806, 2.193476], [-1.183954, -0.551769, -2.097212], [-1.109577, 2.346217, 2.981880], [-0.554469, -0.000663, 0.364378], [0.370725, -0.730859, -3.007490], [0.206251, -1.954937, -0.370274], [0.118778, 0.786405, 1.233977], [-0.104977, -0.431232, -2.062732], [1.560901, -0.941882, -0.887148], [-1.568811, -0.047913, 0.579868], [0.439027, -0.984266, -0.780761]],
  "forces_ev_per_angstrom": [[0.152, 0.126, 0.263], [-0.339, 0.265, -0.629], [0.176, 0.391, 0.220], [-0.349, 0.378, 0.391], [-0.047, 0.105, -0.341], [0.526, -0.949, -1.047], [1.123, -0.528, -0.312], [-0.032, -0.328, 0.502], [-0.431, -0.301, -0.485], [0.669, -0.203, -0.294], [-0.263, 0.210, 0.107], [-1.171, 0.916, 1.526], [1.070, -0.755, -0.963], [-1.083, 0.672, 1.061]],
  "nbo_charge": [0.350, 0.234, -0.693, 0.207, 0.210, -0.284, -0.656, 0.224, 0.203, 0.324, -0.647, 0.240, 0.406, -0.119]
}

***

3.
{
  "formula": "C13H22Cl2I2IrN3O2",
  "method": "ωB97M-V with the def2-TZVPD basis set",
  "homo_ev": [-10.0582, -9.9719],
  "gap_ev": [6.00, 4.33],
  "multiplicity": 2,
  "charge": 1,
  "lumo_energy_ha": [-0.1492, -0.2072],
  "e_tot_ha": -2442.50763,
  "elements": ["C", "H", "Cl", "C", "H", "H", "H", "C", "C", "H", "H", "H", "N", "H", "H", "N", "H", "Cl", "H", "C", "O", "H", "C", "Ir", "C", "C", "C", "H", "I", "N", "H", "H", "C", "H", "H", "O", "C", "C", "C", "H", "H", "H", "H", "H", "I"],
  "coordinates": [[-0.140260, -0.194495, -2.587944], [-2.691409, -1.370482, 0.649484], [0.165863, 3.481400, 0.463573], [4.341477, 0.150308, 1.637470], [0.995577, 1.450214, -1.926093], [0.174371, -2.259307, -2.099296], [5.078532, -1.165448, 0.107247], [0.539089, -1.726510, 1.119610], [4.210081, -0.860629, 0.686143], [1.608279, 2.951510, 2.258789], [-0.872568, -2.431408, -0.123087], [-1.745567, 0.991750, 1.566529], [0.880419, 0.425787, -1.753153], [0.211700, 0.977115, 1.404841], [-0.125365, -1.802382, 2.006144], [-1.529645, 1.173201, 0.559845], [-1.453135, -1.936759, -2.654947], [2.902749, -2.735851, -0.709149], [0.274606, -0.364631, -3.587937], [-0.652852, -1.542408, -2.017598], [1.871338, 0.610622, 0.040574], [-0.972718, 0.499853, -2.719186], [1.999278, -0.078799, 2.187931], [0.000000, 0.000000, 0.000000], [1.850290, -1.097809, 1.235854], [3.235162, 0.542603, 2.386182], [-2.523181, 0.544910, -0.301315], [-1.378071, 2.186466, 0.352540], [-0.693552, 2.221202, -1.440408], [-1.065095, -1.528151, -0.615921], [0.483368, 1.627107, 1.895803], [0.368792, -2.620670, 0.488878], [2.972754, -1.482672, 0.482847], [-3.523630, 0.813846, 0.056290], [3.332711, 1.330303, 3.129829], [3.355514, 2.257490, 0.595790], [-2.399683, -1.000406, -0.341842], [2.222757, 1.692330, 0.595917], [1.152152, 2.370496, 1.451735], [1.150151, 0.241910, 2.788485], [5.304922, 0.628270, 1.795106], [1.780896, -0.101528, -1.817356], [-3.133906, -1.414863, -1.042764], [-2.441114, 0.955906, -1.309654], [-1.365639, 4.373658, -2.836236]],
  "forces_ev_per_angstrom": [[-0.038, -1.501, -2.230], [0.113, -0.054, -0.155], [2.045, 3.269, 3.865], [0.355, -1.013, -0.116], [1.467, -1.681, -0.849], [-0.118, 0.071, 0.148], [-0.224, -0.009, 0.061], [-0.389, 0.414, 0.784], [0.045, 0.450, 0.591], [-0.072, 0.079, -0.266], [-0.866, 1.274, -1.102], [-0.295, 0.517, -1.111], [1.853, -4.197, -4.774], [-1.819, -5.073, -3.275], [0.914, 0.002, -0.212], [-4.248, -1.374, 3.846], [0.027, 0.171, -0.100], [-0.385, -0.089, -0.203], [-0.386, -0.271, -0.133], [0.576, -1.019, -1.573], [2.438, 4.376, -1.346], [0.100, -0.652, -0.495], [2.120, -0.948, 2.477], [4.358, 1.672, 4.083], [1.166, -3.970, 2.388], [-0.476, -1.350, 1.059], [-2.674, -1.159, 0.207], [-1.766, -0.990, 1.993], [-1.137, 4.268, -6.340], [-2.703, 0.180, -1.504], [0.584, 2.803, 2.321], [1.649, 0.245, 0.905], [0.344, 0.148, 1.216], [-0.186, -0.267, -0.231], [0.001, -0.152, -0.125], [-3.578, -0.862, -1.277], [-1.936, -0.350, 0.634], [3.277, 3.591, 0.416], [1.712, 2.334, 0.552], [0.296, -0.647, 0.241], [-0.242, -0.080, -0.120], [-0.801, 0.624, -0.121], [-0.120, 0.216, 0.001], [-0.634, -0.499, 0.469], [-0.349, 1.508, -0.601]],
  "mulliken_spin": [0.020, 0.002, 0.186, 0.019, 0.000, 0.000, 0.000, 0.019, -0.011, 0.027, -0.001, -0.003, -0.011, -0.006, -0.004, 0.045, 0.000, 0.001, -0.003, -0.008, 0.022, 0.028, 0.023, 0.056, -0.009, -0.008, 0.018, 0.007, 0.475, 0.016, -0.007, -0.001, 0.011, -0.004, 0.000, -0.001, -0.002, -0.004, -0.007, 0.001, 0.000, 0.006, 0.000, 0.002, 0.106]
}

***

4.
{
  "formula": "C17H19NO4S",
  "method": "ωB97M-V with the def2-TZVPD basis set",
  "homo_ev": -8.6559,
  "smiles": "CCOc1ccc(C(=O)C[C@H](NCc2cccs2)C(=O)O)cc1",
  "gap_ev": 9.04,
  "charge": 0,
  "lumo_energy_ha": 0.0141,
  "e_tot_ha": -1413.11666,
  "elements": ["O", "H", "H", "C", "H", "H", "C", "C", "C", "O", "H", "S", "C", "H", "H", "H", "C", "H", "H", "O", "H", "C", "O", "C", "H", "C", "N", "H", "C", "C", "C", "C", "H", "C", "C", "H", "C", "H", "H", "H", "C", "H"],
  "coordinates": [[0.296312, -1.422426, 0.835048], [-4.833636, -2.429798, -0.824319], [-7.235860, -0.827426, 0.208507], [-6.238180, -0.888207, -0.235160], [2.635905, 0.154074, 1.016067], [6.951848, -0.276984, 2.333461], [6.364623, -0.319275, 1.433951], [-2.328102, 0.526273, -1.173191], [1.169086, -1.080264, 0.087217], [0.157986, 1.750542, -1.607794], [3.733557, 2.219615, -0.371337], [5.321376, -1.122267, -0.761004], [5.497282, 0.715721, 1.014348], [0.471129, 1.110996, 1.579563], [-3.821872, 0.778880, 2.347217], [-5.868382, -2.863170, 0.534579], [6.367984, -1.371489, 0.579474], [2.303859, -1.300798, -1.387459], [1.416338, 2.327600, 0.675812], [1.616012, -1.826473, -0.911622], [5.357115, 1.631581, 1.561363], [3.859504, 1.259070, -0.895310], [-5.404495, -0.216687, 0.691445], [1.901333, 0.272979, 0.207695], [-6.255757, -0.358597, -1.195226], [-3.611970, 0.080053, -0.945201], [2.611882, 0.517275, -1.032107], [-4.177053, -0.324380, -1.769962], [-1.536235, 1.032944, -0.142062], [-0.165936, 1.440818, -0.471718], [-5.840667, -2.348853, -0.422627], [-3.379718, 0.704919, 1.366213], [-1.904420, 0.467937, -2.164886], [4.864167, 0.438063, -0.156879], [-2.091286, 1.121976, 1.137046], [6.920984, -2.286804, 0.648911], [-4.156453, 0.160733, 0.336059], [-6.534385, -2.832832, -1.104534], [1.984785, 0.995819, -1.681080], [4.220274, 1.468702, -1.906914], [0.890659, 1.372195, 0.612848], [-1.529573, 1.547955, 1.953574]],
  "forces_ev_per_angstrom": [[-0.113, -0.083, 0.097], [0.057, -0.064, -0.058], [0.127, 0.042, -0.133], [-0.217, -0.352, -0.282], [-0.122, -0.026, -0.135], [0.113, -0.043, 0.150], [0.151, -0.221, 0.048], [0.262, 0.134, 0.185], [0.398, 0.325, 0.062], [-0.087, -0.003, -0.010], [0.047, -0.075, -0.068], [0.048, 0.382, 0.428], [-0.146, 0.075, -0.257], [0.027, 0.046, -0.002], [-0.045, 0.014, 0.109], [-0.013, -0.071, 0.061], [-0.111, -0.041, -0.261], [-0.231, 0.089, 0.303], [-0.042, -0.003, 0.010], [-0.029, -0.491, -0.254], [-0.084, 0.196, 0.057], [0.050, 0.037, -0.014], [0.198, 0.126, 0.199], [-0.234, -0.126, 0.138], [-0.021, 0.012, 0.123], [-0.359, -0.116, -0.008], [0.047, 0.252, -0.376], [-0.074, -0.060, -0.034], [-0.543, -0.082, -0.277], [0.139, 0.200, 0.244], [0.029, 0.396, 0.132], [-0.261, -0.107, -0.016], [0.024, -0.004, -0.063], [0.125, -0.174, -0.134], [0.086, -0.032, -0.218], [0.145, -0.177, 0.074], [0.301, 0.191, 0.108], [-0.060, -0.075, -0.084], [0.123, -0.049, 0.144], [-0.055, 0.099, 0.116], [0.269, -0.119, -0.196], [0.080, -0.021, 0.097]],
  "nbo_charge": [-0.589, 0.216, 0.195, -0.063, 0.243, 0.226, -0.259, -0.125, 0.779, -0.590, 0.186, 0.433, -0.255, 0.241, 0.226, 0.218, -0.402, 0.513, 0.231, -0.674, 0.222, -0.248, -0.485, -0.161, 0.171, -0.275, -0.666, 0.212, -0.216, 0.594, -0.639, -0.265, 0.230, -0.213, -0.127, 0.237, 0.331, 0.216, 0.415, 0.220, -0.515, 0.212]
}